Here is a molecular structure, C3H6EuNO4S from the OMol25 dataset. Energies are from ωB97M-V/def2-TZVPD.

## Properties
Net charge   +1
2S+1   8
Max |F|   0.06486 Eh/bohr
Total energy   -43041.0473 eV
Frontier orbital gap (spin up / spin down)   5.870 / 7.905 eV

CARTESIAN COORDINATES (ANGSTROEM)
O (0.336, -1.741, 0.823)
C (0.318, -2.466, -0.349)
C (0.673, -1.634, -1.580)
O (-0.266, -0.573, -1.757)
C (-0.010, 0.594, -1.153)
Eu (-0.336, 0.162, 1.505)
H (-0.672, -2.932, -0.532)
H (1.053, -3.295, -0.327)
H (0.622, -2.248, -2.488)
H (1.684, -1.208, -1.481)
H (-0.759, 1.361, -1.365)
H (1.046, 0.887, -1.059)
N (-1.620, 1.959, 2.578)
S (-0.928, 3.261, 2.551)
O (-1.608, 4.553, 2.583)
O (0.467, 3.321, 2.049)

---

Here is a molecular structure, C3H6F16KN2O11P2S4 from the OMol25 dataset. Energies are from ωB97M-V/def2-TZVPD.

## Properties
Net charge   -3
Max |F|   0.20529 Eh/bohr
Total energy   -150446.0884 eV
Frontier orbital gap   7.888 eV

CARTESIAN COORDINATES (ANGSTROEM)
K (9.191, 15.757, -4.972)
N (12.158, 12.345, -2.161)
S (13.012, 12.639, -3.314)
O (14.276, 13.330, -3.207)
O (12.447, 12.704, -4.608)
F (13.555, 11.107, -3.344)
S (11.769, 14.018, -1.990)
O (11.178, 14.710, -3.182)
O (12.660, 14.751, -1.028)
F (10.519, 13.574, -1.091)
N (13.509, 18.147, -7.365)
S (12.839, 16.997, -8.465)
O (12.009, 17.489, -9.572)
O (12.717, 15.635, -7.957)
F (14.265, 16.842, -9.171)
S (12.164, 18.382, -6.672)
O (11.576, 17.292, -5.879)
O (11.355, 19.435, -7.238)
F (12.943, 19.221, -5.525)
P (6.675, 13.594, -2.560)
F (7.618, 12.282, -2.450)
F (5.634, 12.797, -3.561)
F (5.879, 13.253, -1.132)
F (5.811, 14.874, -2.690)
F (7.729, 14.473, -1.656)
F (7.473, 14.041, -3.888)
P (9.668, 18.554, -2.402)
F (8.473, 19.620, -2.502)
F (10.776, 19.756, -2.214)
F (9.351, 18.444, -0.779)
F (10.888, 17.509, -2.141)
F (8.614, 17.299, -2.582)
F (9.953, 18.691, -4.001)
C (6.822, 19.613, -6.128)
O (6.311, 18.455, -6.677)
C (6.225, 17.368, -5.914)
O (6.639, 17.228, -4.727)
O (5.674, 16.448, -6.659)
C (5.583, 15.109, -6.277)
H (6.745, 19.608, -5.041)
H (6.232, 20.446, -6.512)
H (7.882, 19.708, -6.362)
H (6.347, 14.544, -6.812)
H (4.647, 14.744, -6.701)
H (5.726, 14.917, -5.214)

---

Here is 2 unconnected molecules or ions with the total composition C3H6F2N2 from the OMol25 dataset. Energies are from ωB97M-V/def2-TZVPD.

## Properties
2S+1   3
Max |F|   0.10251 Eh/bohr
Relative energy (zero: lowest compared OMol25 entry of this formula, charge and spin)   0.0000 eV
Total energy   -11618.1926 eV
Frontier orbital gap (spin up / spin down)   6.245 / 10.164 eV

CARTESIAN COORDINATES (ANGSTROEM)
C (0.447, -1.214, 0.850)
C (1.466, -0.185, 0.626)
C (-0.596, 0.701, 0.291)
N (-0.785, -0.612, 0.493)
N (0.778, 1.039, 0.271)
F (2.428, -0.458, -0.449)
F (-1.619, 1.582, 0.319)
H (-2.384, 0.562, -2.703)
H (0.537, -2.272, 0.917)
H (2.156, 0.102, 1.407)
H (-1.915, 0.332, -2.202)
H (-1.567, -1.219, 0.706)
H (1.056, 1.641, -0.528)

---

Here is 2 unconnected molecules or ions with the total composition C3H6F2O from the OMol25 dataset. Energies are from ωB97M-V/def2-TZVPD.

## Properties
Max |F|   0.08979 Eh/bohr
Relative energy (zero: lowest compared OMol25 entry of this formula, charge and spin)   4.1641 eV
Total energy   -10686.3635 eV
Frontier orbital gap   9.745 eV

CARTESIAN COORDINATES (ANGSTROEM)
C (1.074, -0.563, 0.591)
C (-0.468, 0.003, 0.702)
C (-0.785, 0.742, -0.609)
H (0.390, -0.649, -1.643)
H (1.841, 0.244, 0.686)
H (1.125, -1.262, 1.478)
H (-0.594, 0.966, 1.466)
H (-1.843, 1.074, -0.534)
H (-0.001, 1.664, -0.598)
O (1.407, -1.212, -0.603)
F (-1.457, -1.040, 0.856)
F (-0.690, 0.034, -1.792)

---

Here is C3H6F2S2 in the gas phase from the OMol25 dataset. Energies are from ωB97M-V/def2-TZVPD.

## Properties
SMILES string   FC(F)(CS)CS
Max |F|   0.12108 Eh/bohr
Relative energy (zero: lowest compared OMol25 entry of this formula, charge and spin)   2.2887 eV
Total energy   -30311.5472 eV
Frontier orbital gap   9.731 eV

CARTESIAN COORDINATES (ANGSTROEM)
F (-0.192, -1.101, -1.633)
C (0.045, -0.366, -0.340)
F (0.448, -1.444, 0.527)
C (-1.409, 0.163, 0.096)
S (-2.654, -1.090, 0.154)
C (1.281, 0.427, -0.523)
S (1.707, 1.855, 0.733)
H (-1.434, 0.587, 1.065)
H (-1.690, 1.255, -0.457)
H (-2.003, -2.253, 0.954)
H (2.039, -0.203, -0.662)
H (1.332, 1.013, -1.556)
H (2.531, 1.157, 1.642)

---

Here is C3H6FN in the gas phase from the OMol25 dataset. Energies are from ωB97M-V/def2-TZVPD.

## Properties
SMILES string   FC1CNC1
Max |F|   0.07676 Eh/bohr
Relative energy (zero: lowest compared OMol25 entry of this formula, charge and spin)   0.8124 eV
Total energy   -7414.0493 eV
Frontier orbital gap   10.166 eV

CARTESIAN COORDINATES (ANGSTROEM)
F (2.053, 0.076, -0.203)
C (0.802, 0.091, 0.420)
C (0.038, -1.037, -0.216)
N (-1.218, -0.158, -0.132)
C (-0.316, 1.078, -0.187)
H (0.955, 0.032, 1.484)
H (0.310, -1.037, -1.234)
H (-0.211, -2.019, 0.255)
H (-1.656, -0.291, 0.751)
H (-0.676, 1.972, 0.335)
H (-0.080, 1.293, -1.272)

---

Here is C3H6FN in the gas phase from the OMol25 dataset. Energies are from ωB97M-V/def2-TZVPD.

## Properties
SMILES string   FC[C@@H]1CN1
Max |F|   0.05552 Eh/bohr
Relative energy (zero: lowest compared OMol25 entry of this formula, charge and spin)   0.8468 eV
Total energy   -7414.0149 eV
Frontier orbital gap   10.917 eV

CARTESIAN COORDINATES (ANGSTROEM)
F (-2.213, 0.613, -0.164)
C (-1.295, -0.344, 0.133)
C (0.048, -0.028, -0.545)
C (1.374, -0.152, 0.017)
N (0.765, 1.216, -0.086)
H (-1.230, -0.372, 1.216)
H (-1.470, -1.370, -0.165)
H (-0.119, -0.209, -1.645)
H (2.295, -0.309, -0.606)
H (1.590, -0.543, 1.050)
H (0.254, 1.497, 0.794)

---

Here is 2 unconnected molecules or ions with the total composition C3H6FN2 from the OMol25 dataset. Energies are from ωB97M-V/def2-TZVPD.

## Properties
Net charge   -1
Max |F|   0.02915 Eh/bohr
Relative energy (zero: lowest compared OMol25 entry of this formula, charge and spin)   0.7959 eV
Total energy   -8904.1824 eV
Frontier orbital gap   5.549 eV

CARTESIAN COORDINATES (ANGSTROEM)
C (-0.633, -0.073, -0.680)
C (0.162, -0.208, 0.610)
F (-0.424, -1.206, -1.496)
H (-0.189, 0.699, 1.190)
H (-1.697, -0.082, -0.398)
H (-0.153, -1.133, 1.234)
C (1.595, -0.180, 0.429)
N (2.745, -0.125, 0.284)
N (-0.386, 1.118, -1.410)
H (-0.743, 1.864, -0.768)
H (0.617, 1.271, -1.508)
H (-0.896, -1.944, 2.512)

---

Here is a gas-phase ion, C3H6FN2O (charge +1) from the OMol25 dataset. Energies are from ωB97M-V/def2-TZVPD.

## Properties
Net charge   +1
Max |F|   0.05047 Eh/bohr
Relative energy (zero: lowest compared OMol25 entry of this formula, charge and spin)   5.8915 eV
Total energy   -10939.4358 eV
Frontier orbital gap (spin up / spin down)   6.726 / 9.663 eV

CARTESIAN COORDINATES (ANGSTROEM)
C (1.662, -0.081, -0.207)
C (-0.750, -0.262, -0.332)
C (-0.915, 0.304, 1.089)
N (0.594, -0.094, -0.883)
N (-0.185, -0.405, 1.995)
O (0.507, 0.036, -2.257)
F (2.838, 0.002, -0.744)
H (-0.963, -1.337, -0.321)
H (-1.429, 0.233, -1.032)
H (-0.848, 1.406, 1.137)
H (-1.978, 0.095, 1.360)
H (0.079, 0.049, 2.868)
H (1.388, 0.053, -2.674)

---

Here is C3H6FN5 in the gas phase from the OMol25 dataset. Energies are from ωB97M-V/def2-TZVPD.

## Properties
SMILES string   CN(N)c1n[nH]nc1F
Max |F|   0.12488 Eh/bohr
Relative energy (zero: lowest compared OMol25 entry of this formula, charge and spin)   0.0000 eV
Total energy   -13372.7144 eV
Frontier orbital gap   8.615 eV

CARTESIAN COORDINATES (ANGSTROEM)
C (0.127, -0.307, 2.089)
N (0.005, 0.338, 0.791)
N (-0.360, 1.759, 0.841)
C (0.074, -0.277, -0.348)
N (-0.040, -1.581, -0.580)
N (-0.114, -1.741, -1.919)
N (-0.034, -0.608, -2.623)
C (-0.001, 0.368, -1.831)
F (0.126, 1.663, -2.155)
H (1.005, -0.869, 2.199)
H (0.014, 0.614, 2.715)
H (-0.708, -1.037, 2.315)
H (-0.595, 1.896, -0.161)
H (0.529, 2.333, 1.047)
H (-0.030, -2.552, -2.381)

---

Question: Number 2 is which compound?
Answer: C3H6F16KN2O11P2S4

---

Question: Which formula does entry 4 have?
Answer: C3H6F2O